(P)
Molecular formula: C4H37NO16
Method: DFT, ωB97M-V/def2-TZVPD

Bonds (Å) are listed after each position.
Positions of all 58 atoms, in Å:
1 C 0.79388 -0.77669 2.62160  N2 1.491, H8 1.118, H9 1.106, H10 1.117
2 N -0.01178 0.26553 1.92271  C1 1.491, C3 1.475, C4 1.431
3 C -1.09386 0.86246 2.72803  N2 1.475, H11 1.130, H12 1.089, H13 1.089
4 C -0.28454 -0.05960 0.55640  N2 1.431, C5 1.553, H14 1.103, H15 1.136
5 C 0.07427 1.16679 -0.32585  C4 1.553, O6 1.302, O7 1.235
6 O -0.64789 2.16389 0.09656  C5 1.302, H16 1.131
7 O 0.94171 1.29517 -1.19617  C5 1.235
8 H 0.09877 -1.54874 3.03391  C1 1.118
9 H 1.18818 -0.20565 3.48219  C1 1.106
10 H 1.67626 -1.14577 2.04448  C1 1.117
11 H -0.94525 0.48619 3.78307  C3 1.130
12 H -0.94947 1.93389 2.85923  C3 1.089
13 H -2.12455 0.71397 2.40962  C3 1.089
14 H -1.31926 -0.39725 0.37475  C4 1.103
15 H 0.27507 -1.00420 0.26484  C4 1.136
16 H -0.17288 3.18806 0.02383  O6 1.131
17 H -2.49132 -1.97106 -2.13841  O19 0.970
18 H -3.52497 -1.94654 -0.81049  O19 0.959
19 O -2.64214 -1.90660 -1.18231  H17 0.970, H18 0.959
20 H -1.21195 -3.32690 -3.12187  O22 0.962
21 H -0.57713 -1.98241 -3.58862  O22 0.989
22 O -1.42182 -2.49637 -3.55956  H20 0.962, H21 0.989
23 H 1.12120 2.17726 2.49946  O25 0.969
24 H 2.57756 2.79440 2.75736  O25 0.956
25 O 1.74432 2.89244 2.29932  H23 0.969, H24 0.956
26 H -4.69466 0.43794 2.26533  O28 0.973
27 H -3.54356 0.56943 1.32501  O28 0.994
28 O -3.86152 -0.02018 2.05997  H26 0.973, H27 0.994
29 H 2.03900 -3.28625 -1.69781  O31 0.964
30 H 1.13880 -3.23637 -0.42096  O31 0.987
31 O 2.05498 -3.08598 -0.75476  H29 0.964, H30 0.987
32 H -3.30828 -1.77795 2.00793  O34 0.949
33 H -1.85857 -1.51240 2.20906  O34 0.957
34 O -2.45655 -2.16476 1.84579  H32 0.949, H33 0.957
35 H 1.27390 -1.90749 -4.51006  O37 0.961
36 H 1.09763 -0.76473 -3.54649  O37 0.987
37 O 1.06352 -1.75048 -3.58603  H35 0.961, H36 0.987
38 H 2.24084 2.69150 -1.58964  O40 0.973
39 H 3.44124 2.76820 -0.69229  O40 0.984
40 O 2.83854 3.35479 -1.20395  H38 0.973, H39 0.984
41 H 1.01145 4.00976 1.04381  O43 0.973
42 H 1.59738 3.95431 -0.30751  O43 1.022
43 O 0.72533 4.24013 0.14259  H41 0.973, H42 1.022
44 H 0.00636 1.02728 -4.50486  O46 0.954
45 H 0.57344 1.11545 -2.97779  O46 0.969
46 O 0.68415 0.78000 -3.88026  H44 0.954, H45 0.969
47 H 2.94524 0.66912 1.77803  O49 0.944
48 H 4.06400 0.06885 0.80761  O49 0.983
49 O 3.85383 0.70527 1.52624  H47 0.944, H48 0.983
50 H -1.26921 -2.87287 -0.87971  O52 0.988
51 H -1.10983 -4.28457 -0.29293  O52 0.959
52 O -0.60873 -3.59049 -0.72472  H50 0.988, H51 0.959
53 H -2.72957 1.89154 -0.29836  O55 0.971
54 H -4.12519 1.45070 -0.79856  O55 0.962
55 O -3.62777 1.66763 -0.00483  H53 0.971, H54 0.962
56 H 2.97352 -1.53443 -0.64372  O58 0.987
57 H 2.93320 -0.04127 -0.86455  O58 0.965
58 O 3.56468 -0.74391 -0.66565  H56 0.987, H57 0.965

Gap between HOMO and LUMO ... 0.3290 Ha
LUMO level ... -0.022 eV
Molar mass ... 355.33 g/mol


(Q)
Molecular formula: C4H37NO16
Method: DFT, ωB97M-V/def2-TZVPD

Bonds (Å) are listed after each position.
Positions of all 58 atoms, in Å:
1 C 3.11075 0.30044 1.60390  N2 1.527, H8 1.085, H9 1.075, H10 1.164
2 N 1.66376 0.08645 2.04109  C1 1.527, C3 1.467, C4 1.498
3 C 1.47248 -0.39849 3.41194  N2 1.467, H11 1.127, H12 1.091, H13 1.168
4 C 1.10644 -0.88325 1.04467  N2 1.498, C5 1.540, H14 1.193, H15 1.036
5 C -0.38327 -0.50239 0.95949  C4 1.540, O6 1.363, O7 1.203
6 O -1.07070 -1.17832 1.92337  C5 1.363, H16 1.016
7 O -0.92649 0.21140 0.15800  C5 1.203
8 H 3.58542 -0.52249 1.07908  C1 1.085
9 H 3.61075 0.87727 2.36018  C1 1.075
10 H 2.99221 1.02610 0.70173  C1 1.164
11 H 0.81026 -1.31014 3.42204  C3 1.127
12 H 2.38090 -0.69349 3.94008  C3 1.091
13 H 0.96553 0.43450 4.05433  C3 1.168
14 H 1.02247 -1.99365 1.47328  C4 1.193
15 H 1.68355 -0.75645 0.19390  C4 1.036
16 H -2.00397 -0.88749 2.19896  O6 1.016
17 H -1.05571 -0.49979 -2.86944  O19 0.983
18 H 0.04408 -1.35639 -2.10225  O19 0.975
19 O -0.81215 -0.89940 -2.00502  H17 0.983, H18 0.975
20 H 1.14082 0.13472 -3.62222  O22 0.987
21 H -0.06519 -0.47442 -4.34668  O22 0.950
22 O 0.87106 -0.59023 -4.23595  H20 0.987, H21 0.950
23 H -0.13346 2.13707 3.20027  O25 0.981
24 H -1.03850 3.04245 2.17651  O25 1.005
25 O -1.02434 2.50849 3.02742  H23 0.981, H24 1.005
26 H 0.84925 -4.84176 -0.41789  O28 0.906
27 H -0.18164 -3.82789 -0.63248  O28 0.927
28 O 0.55668 -4.23199 -1.02112  H26 0.906, H27 0.927
29 H 0.19852 0.63980 -1.55094  O31 0.893
30 H 1.70921 0.20262 -1.71147  O31 0.961
31 O 1.05557 0.88918 -1.55105  H29 0.893, H30 0.961
32 H 1.84209 -2.91982 -0.03133  O34 0.920
33 H 3.07275 -3.81600 0.01153  O34 0.895
34 O 2.69282 -3.05500 0.29131  H32 0.920, H33 0.895
35 H -1.50248 1.40286 -2.69217  O37 1.073
36 H -0.59602 2.02244 -4.13147  O37 0.961
37 O -1.10958 1.34222 -3.68846  H35 1.073, H36 0.961
38 H -4.41208 2.02207 0.07953  O40 1.009
39 H -3.33090 2.40852 0.90788  O40 0.913
40 O -4.14797 2.02701 1.05359  H38 1.009, H39 0.913
41 H -3.30594 0.64610 3.14686  O43 0.994
42 H -3.98364 0.33223 1.80109  O43 1.001
43 O -3.50071 -0.12427 2.54938  H41 0.994, H42 1.001
44 H -3.71357 1.14480 -2.05118  O46 0.994
45 H -2.46581 1.24660 -1.20036  O46 1.003
46 O -3.06390 1.83494 -1.75091  H44 0.994, H45 1.003
47 H -0.78180 1.97831 0.18311  O49 1.008
48 H -0.47109 3.52812 0.29776  O49 0.916
49 O -1.10641 2.89011 0.46399  H47 1.008, H48 0.916
50 H 3.26209 -1.63835 -1.46034  O52 0.956
51 H 2.45809 -1.65220 -2.70384  O52 0.914
52 O 2.83004 -1.07539 -2.10025  H50 0.956, H51 0.914
53 H -2.15916 -2.66561 0.60722  O55 0.977
54 H -1.78053 -2.20995 -0.79526  O55 1.023
55 O -1.47025 -2.84984 -0.05990  H53 0.977, H54 1.023
56 H 1.43907 3.05844 -1.17750  O58 0.960
57 H 1.95475 3.74076 0.08335  O58 0.965
58 O 1.21584 3.73842 -0.53739  H56 0.960, H57 0.965

Gap between HOMO and LUMO ... 0.3269 Ha
LUMO level ... 0.004 eV
Molar mass ... 355.33 g/mol


Short version: (Q) is the least stable of them.


(P)
Molecular formula: CH6NOP
Method: DFT, ωB97M-V/def2-TZVPD

Bonds (Å) are listed after each position.
Positions of all 10 atoms, in Å:
1 C -0.36976 -1.16585 0.45599  P4 1.789, H5 1.151, H6 1.091, H7 1.021
2 N 0.64480 1.47575 0.31873  P4 1.668, H8 1.008, H9 1.008
3 O 2.27383 -0.32127 0.29302  P4 1.464
4 P 0.90904 -0.09218 -0.18572  C1 1.789, N2 1.668, O3 1.464
5 H -1.23320 -1.01174 -0.28944  C1 1.151
6 H -0.01772 -2.16361 0.72095  C1 1.091
7 H -0.64690 -0.96817 1.41860  C1 1.021
8 H 1.40885 2.13197 0.36024  N2 1.008
9 H -0.18889 2.03322 0.21652  N2 1.008
10 H 0.73796 0.18626 -2.16353  no bonds

Gap between HOMO and LUMO ... 0.3720 Ha
LUMO level ... 0.540 eV
Molar mass ... 79.04 g/mol


(Q)
Molecular formula: CH6NOP
Method: DFT, ωB97M-V/def2-TZVPD

Bonds (Å) are listed after each position.
Positions of all 10 atoms, in Å:
1 C -0.29105 -0.66892 -0.72845  N2 1.439, H5 1.098, H6 1.080, H7 1.175
2 N -0.07137 0.67861 -0.27391  C1 1.439, P4 1.964, H8 0.983
3 O -0.81674 2.25857 2.01227  P4 1.472
4 P -0.26168 0.94083 1.66326  N2 1.964, O3 1.472, H9 1.303, H10 1.341
5 H 0.58375 -1.32888 -0.66041  C1 1.098
6 H -1.08734 -1.19190 -0.22041  C1 1.080
7 H -0.54825 -0.62157 -1.87388  C1 1.175
8 H -0.70912 1.38966 -0.50506  N2 0.983
9 H -0.82427 -0.05326 2.29063  P4 1.303
10 H 1.07384 0.84255 1.72965  P4 1.341

Structure (SMILES) ... CN[PH2]=O
Gap between HOMO and LUMO ... 0.3918 Ha
LUMO level ... 0.920 eV
Molar mass ... 79.04 g/mol


Short version: (P) is the least stable of them.


(P)
Molecular formula: C4H4O2S
Method: DFT, ωB97M-V/def2-TZVPD

Bonds (Å) are listed after each position.
Positions of all 11 atoms, in Å:
1 C 0.25189 -0.26761 -0.05738  C2 1.323, C4 1.430, S11 1.828
2 C -0.35648 -1.43462 0.07558  C1 1.323, H6 1.072, O9 1.376
3 C -1.84784 0.09389 -0.06987  C4 1.379, H7 1.216, O9 1.333
4 C -0.67630 0.81863 -0.12051  C1 1.430, C3 1.379, O10 1.414
5 H 2.09313 -1.41818 0.74199  S11 1.520
6 H 0.09726 -2.39995 -0.03286  C2 1.072
7 H -2.93411 0.56048 0.21516  C3 1.216
8 H 0.51450 2.21262 -0.13320  O10 0.982
9 O -1.71511 -1.23080 -0.00505  C2 1.376, C3 1.333
10 O -0.43196 2.18966 0.12572  C4 1.414, H8 0.982
11 S 2.07364 -0.11797 -0.04521  C1 1.828, H5 1.520

Structure (SMILES) ... Oc1cocc1S
Gap between HOMO and LUMO ... 0.3297 Ha
LUMO level ... 0.236 eV
Molar mass ... 116.14 g/mol


(Q)
Molecular formula: C4H4O2S
Method: DFT, ωB97M-V/def2-TZVPD

Bonds (Å) are listed after each position.
Positions of all 11 atoms, in Å:
1 C 0.21221 0.17373 0.55725  C2 1.544, C4 1.597, H6 1.095, S11 1.763
2 C 1.58204 -0.48357 0.28013  C1 1.544, C3 1.242
3 C 2.73387 -0.64655 -0.15388  C2 1.242, H7 1.082
4 C -1.05530 -0.71195 0.15844  C1 1.597, O9 1.321, O10 1.268
5 H -1.12262 2.28894 0.40703  S11 1.431
6 H 0.44437 0.09827 1.62491  C1 1.095
7 H 3.78841 -0.88488 -0.11138  C3 1.082
8 H 0.12919 -1.78369 -0.48554  O9 0.914
9 O -0.77438 -1.88166 -0.38832  C4 1.321, H8 0.914
10 O -2.24264 -0.26839 0.11211  C4 1.268
11 S 0.00375 1.71824 -0.26731  C1 1.763, H5 1.431

Structure (SMILES) ... C#C[C@@H](S)C(=O)O
Gap between HOMO and LUMO ... 0.3726 Ha
LUMO level ... 0.430 eV
Molar mass ... 116.14 g/mol


Short version: (Q) is the least stable of them.